A molecular structure, C45H40BrCl2F9N4O3P2SZr. Source: OMol25; level of theory: ωB97M-V/def2-TZVPD.

XYZ file:
```
108
Properties=species:S:1:pos:R:3
Zr 0.34123 0.32400 0.47250
F 2.82748 6.25758 2.62465
C 2.74124 5.14917 1.91189
C 1.53004 4.48604 1.80054
F 0.43919 4.93509 2.40868
C 1.49687 3.32866 1.05796
F 0.28930 2.64868 0.98100
C 2.57869 2.77524 0.40784
S 2.41602 1.34325 -0.59605
C 3.78032 3.46102 0.54258
F 4.87122 2.99937 -0.05545
C 3.86538 4.63093 1.28125
F 5.02121 5.26153 1.38924
F -4.75647 4.65331 -3.52733
C -4.24651 3.82356 -2.64281
C -5.03829 3.30897 -1.62993
F -6.31110 3.64614 -1.54767
C -4.48473 2.43605 -0.70763
F -5.28606 1.96095 0.24256
C -3.14942 2.05482 -0.75646
P -2.48592 0.86892 0.46580
C -2.94631 1.60730 2.05070
C -3.32521 0.83426 3.14381
C -3.56198 1.43879 4.36867
C -3.40154 2.80923 4.51367
C -3.00373 3.57987 3.43015
C -2.77672 2.98264 2.20065
C -3.46683 -0.62612 0.15826
C -2.97280 -1.49704 -0.81376
C -3.71874 -2.59475 -1.21378
C -4.95023 -2.84504 -0.62597
C -5.44441 -1.98490 0.34491
C -4.71654 -0.86875 0.72756
C -2.37921 2.58682 -1.78789
Br -0.54402 2.16765 -1.96173
C -2.91100 3.45586 -2.71948
F -2.16160 3.95209 -3.69459
H -3.44563 -0.23623 3.04631
H -3.87756 0.83710 5.21107
H -3.59068 3.27860 5.46968
H -2.87696 4.64861 3.53865
H -2.47336 3.59556 1.35919
H -2.01375 -1.29892 -1.28231
H -3.34789 -3.24818 -1.99297
H -5.53610 -3.69923 -0.93911
H -6.41431 -2.16734 0.78772
H -5.13664 -0.18069 1.44654
N 0.66782 -0.67981 -1.62619
C 1.18837 -1.13442 -2.54568
C 1.86277 -1.67215 -3.67549
C 2.92743 -0.94804 -4.22143
C 3.58924 -1.46304 -5.32001
C 3.19031 -2.67766 -5.86489
C 2.12936 -3.39174 -5.31811
C 1.45780 -2.89479 -4.21815
H 3.22007 -0.00215 -3.78435
H 4.41383 -0.91614 -5.75521
H 3.71017 -3.07164 -6.72783
H 1.82657 -4.33269 -5.75571
H 0.62564 -3.43360 -3.78447
O 0.08299 -1.65990 0.74369
P 0.44289 -2.94091 1.53473
N -0.48541 -4.13943 0.95633
C -0.94672 -5.31192 1.73317
C -1.01014 -6.42338 0.68996
C -1.38750 -5.67307 -0.58608
C -0.54963 -4.40151 -0.49613
N 0.11379 -2.70753 3.11020
C -1.28025 -2.42001 3.54178
C -1.28227 -2.74794 5.03655
C -0.17300 -3.78797 5.18655
C 0.89840 -3.28169 4.22891
N 2.00831 -3.29120 1.29821
C 3.09638 -2.34812 0.96696
C 4.10061 -3.23359 0.24269
C 3.99304 -4.54984 1.00694
C 2.49189 -4.69437 1.25896
H -1.93648 -5.11745 2.15330
H -0.26505 -5.54492 2.55173
H -1.72341 -7.19868 0.96064
H -0.02950 -6.89036 0.57713
H -2.44941 -5.41880 -0.56918
H -1.18440 -6.23911 -1.49303
H -0.99813 -3.55377 -1.01242
H 0.45433 -4.56178 -0.90689
H -1.98484 -3.05106 2.99463
H -1.52749 -1.37725 3.34652
H -2.25323 -3.10581 5.37293
H -1.03326 -1.85656 5.61207
H -0.52420 -4.77120 4.86701
H 0.19479 -3.87537 6.20683
H 1.56890 -4.06632 3.88354
H 1.50753 -2.50380 4.69652
H 3.53018 -1.91705 1.87173
H 2.73244 -1.52855 0.34824
H 5.10358 -2.81251 0.25153
H 3.79322 -3.37168 -0.79756
H 4.52549 -4.47226 1.95619
H 4.39621 -5.40226 0.46478
H 2.28741 -5.22028 2.19315
H 2.00219 -5.24165 0.45069
Cl -0.04011 0.75289 5.49416
C 1.33055 0.72546 4.40273
Cl 2.21076 2.26637 4.40492
C 0.90153 0.47594 2.97070
O -0.28122 0.64367 2.57705
O 1.77297 0.14312 2.11119
H 2.02910 -0.04397 4.71840
```

Strongest force on any atom in eV/A: 0.6
Relative energy (zero: lowest compared OMol25 entry of this formula, charge and spin) in eV: 0.501
Charge: +2
Multiplicity: 1
Orbital gap in eV: 7.34
LUMO energy in eV: -5.83